Entry 1:
# C3H8N2O

A 2-piece molecular cluster, C3H8N2O overall (the ωB97M-V functional and the def2-TZVPD basis, OMol25).

Geometry (Å):
C1 -0.446 0.452 1.828
N1 -0.755 0.991 0.489
C2 0.083 1.812 -0.161
N2 0.806 2.506 -0.736
H1 -0.641 1.211 2.589
H2 0.599 0.133 1.885
H3 -1.088 -0.412 2.020
H4 -1.761 1.151 0.357
C3 0.735 -1.214 -1.675
O1 0.132 -2.109 -0.756
H5 -0.034 -0.570 -2.108
H6 1.220 -1.783 -2.470
H7 1.483 -0.612 -1.153
H8 -0.333 -1.554 -0.108

E_LUMO = 0.455 eV
Energy relative to the best compared isomer or geometry (same formula, charge and spin) = 51.1 kcal per mole
Multiplicity = 1
SMILES = CNC#N.CO
Orbital gap = 0.3876 Eh

Entry 2:
# C6H25NO5

A 6-piece molecular cluster, C6H25NO5 overall at a distorted geometry (the ωB97M-V functional and the def2-TZVPD basis, OMol25).

Geometry (Å):
C1 -2.203 0.777 -2.809
C2 -1.154 0.773 -1.701
C3 0.218 0.200 -2.041
N1 1.011 -0.041 -0.867
C4 1.724 1.044 -0.123
C5 2.866 0.463 0.681
C6 2.238 2.130 -1.025
H1 -3.176 0.818 -2.325
H2 -2.214 1.664 -3.450
H3 -2.226 -0.074 -3.490
H4 -1.206 1.700 -1.135
H5 -1.577 0.082 -0.970
H6 0.706 0.904 -2.728
H7 0.073 -0.691 -2.650
H8 1.562 -0.884 -0.826
H9 0.985 1.299 0.640
H10 2.687 -0.472 1.239
H11 3.783 0.230 0.133
H12 3.181 1.088 1.524
H13 1.519 2.366 -1.813
H14 2.235 3.125 -0.573
H15 3.201 2.026 -1.503
O1 -4.014 0.048 0.613
H16 -3.388 0.089 -0.112
H17 -3.673 -0.617 1.180
O2 -0.366 -1.182 2.039
H18 0.324 -1.370 1.398
H19 0.187 -0.921 2.795
O3 -1.964 -1.901 -0.083
H20 -1.816 -2.852 0.007
H21 -1.055 -1.601 -0.211
O4 0.603 0.831 3.427
H22 1.557 0.954 3.367
H23 0.377 0.841 4.357
O5 -0.461 -3.965 2.415
H24 0.440 -3.665 2.508
H25 -0.981 -3.215 2.110

E_LUMO = 0.134 eV
Energy relative to the best compared isomer or geometry (same formula, charge and spin) = 49.5 kcal per mole
Multiplicity = 1
SMILES = CCCNC(C)C.O.O.O.O.O
Orbital gap = 0.3314 Eh

Entry 3:
# C4H8O5

One molecule with the formula C4H8O5 at a distorted geometry (the ωB97M-V functional and the def2-TZVPD basis, OMol25).

Geometry (Å):
C1 -1.048 1.341 -0.024
C2 0.786 -1.341 0.052
C3 -0.406 -1.193 -0.719
C4 -0.057 0.507 -0.893
O1 -0.388 2.535 0.298
O2 -1.513 0.683 1.131
O3 1.906 -1.713 -0.579
O4 0.707 -1.449 1.393
O5 0.232 0.875 -2.044
H1 -1.038 3.153 0.654
H2 -0.753 0.507 1.703
H3 2.706 -1.371 -0.153
H4 1.580 -1.503 1.807
H5 -1.937 1.513 -0.639
H6 0.906 0.466 -0.104
H7 -0.359 -1.633 -1.707
H8 -1.322 -1.378 -0.174

E_LUMO = -0.288 eV
Energy relative to the best compared isomer or geometry (same formula, charge and spin) = 95.7 kcal per mole
Multiplicity = 1
Orbital gap = 0.2855 Eh

Entry 4:
# C6H13BBrO3

A 2-piece molecular cluster, C6H13BBrO3 overall at a distorted geometry (the ωB97M-V functional and the def2-TZVPD basis, OMol25).

Geometry (Å):
O1 -3.556 -3.097 -1.799
C1 -2.685 -3.909 -1.659
O2 -1.475 -3.723 -1.155
C2 -1.305 -2.698 -0.100
C3 -0.831 -1.344 -0.617
B1 -1.418 -0.028 0.155
Br1 -3.474 -0.072 0.457
H1 -2.831 -4.955 -1.982
H2 -2.226 -2.631 0.482
H3 -0.539 -3.165 0.524
H4 0.255 -1.297 -0.451
H5 -0.977 -1.340 -1.703
H6 -0.855 0.128 1.205
H7 -1.192 0.962 -0.528
C4 2.583 2.451 -0.525
C5 1.960 2.203 0.833
O3 1.285 1.233 1.048
C6 2.223 3.247 1.901
H8 2.311 1.637 -1.193
H9 2.218 3.392 -0.941
H10 3.671 2.503 -0.438
H11 1.845 4.220 1.579
H12 3.296 3.333 2.088
H13 1.719 2.954 2.819

E_LUMO = 2.970 eV
Multiplicity = 1
Orbital gap = 0.2632 Eh
Net charge = -1

Entry 5:
# N5O15Sr

N5O15Sr as an isolated structure at a distorted geometry (the ωB97M-V functional and the def2-TZVPD basis, OMol25).

Geometry (Å):
Sr1 0.254 0.400 0.012
N1 2.899 -1.170 -1.722
O1 1.990 -0.329 -1.445
O2 3.674 -0.902 -2.649
O3 3.035 -2.179 -1.047
N2 -0.648 -2.947 1.246
O4 0.156 -3.765 1.698
O5 -1.833 -2.993 1.587
O6 -0.281 -2.117 0.384
N3 1.088 4.032 0.639
O7 0.584 2.875 0.537
O8 0.570 4.968 0.024
O9 2.115 4.190 1.309
N4 -1.224 -0.757 -2.994
O10 -1.128 0.093 -2.069
O11 -0.790 -1.889 -2.827
O12 -1.778 -0.424 -4.055
N5 -2.172 0.748 2.843
O13 -1.314 0.242 2.079
O14 -3.237 1.173 2.382
O15 -1.962 0.752 4.070

E_LUMO = 7.314 eV
Energy relative to the best compared isomer or geometry (same formula, charge and spin) = 0.0 kcal per mole
Multiplicity = 1
Orbital gap = 0.2818 Eh
Net charge = -3

Entry 6:
# C2HO3S

An isolated ion of composition C2HO3S and charge -1 at a distorted geometry (the ωB97M-V functional and the def2-TZVPD basis, OMol25).

Geometry (Å):
C1 0.370 -0.119 0.526
C2 -1.093 -0.240 0.650
O1 -2.211 0.105 0.874
O2 -4.120 -1.147 -0.547
O3 -4.623 1.020 0.752
S1 -3.832 0.296 -0.268
H1 1.032 -0.983 0.544

E_LUMO = 3.750 eV
Energy relative to the best compared isomer or geometry (same formula, charge and spin) = 92.6 kcal per mole
Multiplicity = 1
Orbital gap = 0.2691 Eh
Net charge = -1

Entry 7:
# C26H25EuI2N5O2

C26H25EuI2N5O2 as an isolated structure at a distorted geometry (the ωB97M-V functional and the def2-TZVPD basis, OMol25).

Geometry (Å):
Eu1 -0.086 -0.310 0.228
C1 2.308 -1.184 0.842
C2 1.988 -0.191 1.802
C3 1.956 1.056 1.136
C4 2.251 0.837 -0.225
C5 2.473 -0.546 -0.411
H1 2.596 -2.204 1.068
H2 2.013 -0.318 2.878
H3 1.865 2.025 1.611
H4 2.421 1.614 -0.960
H5 2.892 -1.001 -1.302
I1 -0.230 4.375 -1.675
C6 -1.013 3.828 0.201
C7 -1.504 4.764 1.097
C8 -2.097 4.339 2.263
I2 -2.905 5.798 3.568
C9 -2.173 2.968 2.575
C10 -2.816 2.446 3.713
C11 -2.803 1.097 3.944
C12 -2.118 0.256 3.061
N1 -1.522 0.687 1.966
C13 -1.574 2.020 1.689
C14 -1.022 2.452 0.432
O1 -0.586 1.624 -0.454
H6 -1.430 5.816 0.866
H7 -3.326 3.117 4.388
H8 -3.302 0.677 4.799
H9 -2.063 -0.808 3.268
C15 -4.200 0.724 -1.927
C16 -2.788 0.201 -1.908
O2 -2.318 -0.413 -0.943
N2 -2.097 0.382 -3.044
C17 -0.684 0.046 -3.181
C18 -0.446 -1.437 -2.969
C19 -0.786 -2.368 -3.946
C20 -0.588 -3.716 -3.690
C21 -0.002 -4.088 -2.489
C22 0.331 -3.097 -1.585
N3 0.087 -1.801 -1.797
H10 -4.597 0.738 -0.917
H11 -4.832 0.070 -2.528
H12 -4.243 1.727 -2.342
H13 -2.501 0.963 -3.764
H14 -0.088 0.616 -2.443
H15 -0.377 0.333 -4.187
H16 -1.193 -2.037 -4.890
H17 -0.875 -4.458 -4.419
H18 0.191 -5.120 -2.253
H19 0.821 -3.337 -0.648
C23 -2.716 -3.450 0.062
C24 -1.747 -3.358 1.184
N4 -0.777 -2.472 1.350
C25 -0.146 -2.825 2.524
C26 -0.743 -3.924 3.058
N5 -1.758 -4.245 2.203
H20 -2.494 -2.709 -0.701
H21 -3.730 -3.272 0.419
H22 -2.682 -4.446 -0.382
H23 0.706 -2.290 2.895
H24 -0.539 -4.478 3.950
H25 -2.405 -5.012 2.306

E_LUMO (alpha / beta) = -2.538 / -2.488 eV
Energy relative to the best compared isomer or geometry (same formula, charge and spin) = 10.5 kcal per mole
Multiplicity = 7
Orbital gap (alpha / beta) = 0.2700 / 0.2725 Eh
Net charge = +1